1.
Here is a molecular structure, C45H60N10O15 in a non-equilibrium geometry from the Open Molecules 2025 dataset. Energies are from ωB97M-V/def2-TZVPD.

Results
- DFT total energy: -93198.52864 eV
- HOMO-LUMO gap: 0.22951 Ha
- ΔE to the lowest compared entry with this formula, charge and spin: 801.62 kcal/mol

The geometry in ORCA input format:
```
! RIJCOSX wB97M-V def2-TZVPD def2/J DEFGRID3
* xyz 0 1
C 23.129 7.262 9.535
O 24.028 7.373 8.749
N 23.166 6.511 10.635
C 21.811 6.093 11.224
C 24.452 5.972 11.117
H 22.126 7.704 9.425
H 21.611 5.022 11.185
H 21.045 6.687 10.726
H 21.764 6.370 12.277
H 24.721 5.025 10.649
H 25.252 6.599 10.725
H 24.561 5.920 12.200
C 25.735 3.248 9.473
O 24.737 3.490 10.109
N 26.587 4.202 8.936
C 27.759 3.860 8.100
C 26.321 5.611 9.097
H 26.093 2.227 9.271
H 27.500 3.909 7.042
H 28.030 2.821 8.285
H 28.604 4.476 8.406
H 25.347 5.877 9.508
H 27.019 6.087 9.787
H 26.383 6.053 8.103
C 26.025 4.331 12.123
O 25.599 5.311 12.751
N 27.349 4.182 11.875
C 27.926 3.093 11.120
C 28.300 5.250 12.266
H 25.375 3.573 11.659
H 28.307 3.604 10.236
H 27.105 2.529 10.677
H 28.680 2.452 11.577
H 28.491 5.913 11.422
H 27.936 5.939 13.027
H 29.276 4.890 12.593
C 17.203 -1.976 12.113
O 16.417 -2.943 12.245
N 17.233 -1.289 10.905
C 18.073 -0.057 11.021
C 16.497 -1.526 9.679
H 17.909 -1.632 12.885
H 18.743 0.106 11.865
H 17.367 0.728 10.748
H 18.784 0.069 10.204
H 16.385 -2.587 9.458
H 15.554 -0.980 9.677
H 17.061 -1.045 8.880
C 17.865 2.557 8.680
O 18.140 1.697 9.488
N 18.501 3.741 8.802
C 18.284 4.799 7.813
C 19.285 4.102 10.015
H 17.189 2.533 7.811
H 17.752 4.417 6.942
H 19.257 5.168 7.488
H 17.685 5.614 8.220
H 20.210 4.617 9.758
H 18.682 4.623 10.759
H 19.656 3.153 10.403
C 21.967 0.471 8.443
C 22.789 -0.002 7.377
C 22.505 0.452 6.120
C 21.383 1.316 5.850
C 20.601 1.764 6.896
C 20.841 1.325 8.169
N 21.191 1.803 4.476
O 20.282 2.628 4.224
O 21.920 1.412 3.596
H 22.150 0.134 9.453
H 23.580 -0.693 7.630
H 23.107 0.095 5.298
H 19.759 2.340 6.542
H 20.314 1.778 8.996
C 22.763 4.528 13.604
C 23.874 5.296 13.789
C 23.867 6.395 14.663
C 22.663 6.717 15.377
C 21.545 5.934 15.100
C 21.544 4.796 14.260
N 22.567 7.835 16.234
O 21.536 8.043 16.877
O 23.568 8.528 16.247
H 22.893 3.683 12.944
H 24.745 5.012 13.217
H 24.795 6.901 14.885
H 20.684 6.021 15.747
H 20.663 4.191 14.103
C 23.049 3.713 10.489
C 23.477 2.871 11.522
C 22.718 1.779 11.808
C 21.597 1.436 11.065
C 21.079 2.384 10.143
C 21.880 3.512 9.851
N 20.815 0.203 11.331
O 21.184 -0.545 12.267
O 19.894 -0.063 10.586
H 23.708 4.527 10.226
H 24.357 3.145 12.085
H 23.018 1.065 12.561
H 20.137 2.271 9.627
H 21.602 4.198 9.064
C 19.388 -2.703 13.603
C 19.976 -1.425 13.552
C 19.570 -0.484 14.465
C 18.406 -0.687 15.273
C 17.714 -1.870 15.114
C 18.262 -2.945 14.395
N 17.879 0.389 16.154
O 18.528 1.368 16.385
O 16.831 0.159 16.689
H 19.836 -3.487 13.010
H 20.766 -1.209 12.848
H 20.037 0.489 14.522
H 16.829 -2.078 15.697
H 17.781 -3.907 14.293
C 21.113 4.176 6.572
C 20.934 5.169 7.586
C 21.420 6.400 7.307
C 22.085 6.734 6.138
C 22.149 5.759 5.165
C 21.615 4.474 5.390
N 22.640 8.079 5.926
O 22.919 8.707 6.955
O 22.846 8.469 4.804
H 20.831 3.139 6.678
H 20.446 4.886 8.508
H 21.376 7.067 8.155
H 22.580 6.002 4.205
H 21.674 3.740 4.601
*
```


2.
Here is a molecular structure, C45H60O4P2PbSi from the Open Molecules 2025 dataset. Energies are from ωB97M-V/def2-TZVPD.

Results
- DFT total energy: -87520.12276 eV
- HOMO-LUMO gap: 0.23525 Ha
- ΔE to the lowest compared entry with this formula, charge and spin: 0.00 kcal/mol

The geometry in ORCA input format:
```
! RIJCOSX wB97M-V def2-TZVPD def2/J DEFGRID3
* xyz 2 1
Pb -0.941 -0.543 0.127
C -1.393 -4.054 -1.307
Si -0.146 -2.764 -0.880
C 0.699 -1.995 -2.365
C 1.436 -2.981 -3.032
C 2.128 -2.711 -4.202
C 2.084 -1.435 -4.738
C 1.368 -0.438 -4.092
C 0.682 -0.689 -2.903
P -0.197 0.684 -2.081
C -1.618 1.165 -3.139
C -1.261 1.978 -4.393
C -2.504 2.136 -5.272
C -3.659 2.778 -4.509
C -3.976 2.006 -3.232
C -2.734 1.872 -2.353
C 0.966 2.036 -1.649
C 0.192 3.183 -0.978
C 1.170 4.180 -0.359
C 2.140 4.713 -1.408
C 2.886 3.572 -2.091
C 1.931 2.556 -2.720
C 0.924 -3.233 0.590
C 1.176 -4.606 0.640
C 1.850 -5.193 1.702
C 2.257 -4.409 2.765
C 2.024 -3.041 2.741
C 1.387 -2.430 1.664
P 1.223 -0.611 1.654
C 2.754 0.227 1.053
C 3.249 -0.337 -0.289
C 4.165 -1.554 -0.154
C 5.330 -1.269 0.787
C 4.819 -0.850 2.162
C 3.916 0.375 2.057
C 0.691 0.143 3.238
C 1.456 -0.267 4.521
C 1.383 0.842 5.582
C 0.057 1.588 5.501
C -0.041 2.374 4.186
C 0.713 1.674 3.045
H -0.934 -4.875 -1.863
H -2.170 -3.625 -1.941
H -1.853 -4.457 -0.404
H 1.478 -3.993 -2.637
H 2.689 -3.494 -4.694
H 2.608 -1.209 -5.657
H 1.355 0.551 -4.525
H -2.000 0.187 -3.466
H -0.464 1.506 -4.967
H -0.904 2.966 -4.085
H -2.808 1.148 -5.636
H -2.250 2.727 -6.152
H -4.542 2.832 -5.146
H -3.396 3.809 -4.251
H -4.349 1.007 -3.488
H -4.768 2.502 -2.670
H -2.963 1.349 -1.423
H -2.397 2.870 -2.062
H 1.579 1.559 -0.876
H -0.504 2.802 -0.223
H -0.409 3.699 -1.732
H 1.732 3.685 0.444
H 0.615 4.995 0.107
H 2.847 5.407 -0.953
H 1.582 5.283 -2.158
H 3.513 3.056 -1.352
H 3.562 3.956 -2.855
H 2.509 1.736 -3.146
H 1.373 3.027 -3.534
H 0.825 -5.252 -0.157
H 2.031 -6.259 1.704
H 2.759 -4.853 3.614
H 2.358 -2.448 3.578
H 2.367 1.238 0.888
H 3.808 0.466 -0.783
H 2.408 -0.571 -0.949
H 4.530 -1.828 -1.146
H 3.601 -2.415 0.217
H 5.948 -0.466 0.371
H 5.971 -2.146 0.870
H 5.653 -0.617 2.825
H 4.285 -1.687 2.620
H 4.518 1.210 1.683
H 3.552 0.688 3.034
H -0.356 -0.151 3.351
H 2.503 -0.491 4.312
H 1.009 -1.183 4.912
H 2.205 1.551 5.436
H 1.532 0.400 6.566
H -0.053 2.264 6.348
H -0.770 0.875 5.571
H 0.380 3.373 4.311
H -1.087 2.490 3.908
H 1.755 2.002 3.031
H 0.277 1.961 2.081
O -2.639 0.671 3.079
C -2.952 0.404 1.950
O -2.208 0.876 0.892
C -4.108 -0.454 1.595
C -4.485 -0.679 0.275
C -5.566 -1.503 -0.047
C -6.243 -2.070 1.005
O -7.310 -2.890 0.960
C -7.687 -3.150 2.323
O -6.709 -2.520 3.156
C -5.875 -1.841 2.331
C -4.818 -1.044 2.660
H -3.970 -0.167 -0.527
H -5.878 -1.668 -1.068
H -7.679 -4.224 2.499
H -8.667 -2.714 2.513
H -4.531 -0.856 3.685
*
```


3.
Here is a molecular structure, C45H61BN4O4ReS3Se in a non-equilibrium geometry from the Open Molecules 2025 dataset. Energies are from ωB97M-V/def2-TZVPD.

Results
- DFT total energy: -162465.57204 eV
- Expectation value of S²: 3.7907
- HOMO-LUMO gap (alpha / beta): 0.15737 / 0.18590 Ha
- ΔE to the lowest compared entry with this formula, charge and spin: 96.78 kcal/mol

The geometry in ORCA input format:
```
! RIJCOSX wB97M-V def2-TZVPD def2/J DEFGRID3
* xyz 0 4
Re 0.188 -0.054 -1.022
C -1.447 6.909 2.555
C -1.286 5.517 3.177
C -0.277 5.599 4.332
C -2.661 5.095 3.717
C -0.765 4.502 2.170
C -0.943 3.140 2.383
C -0.449 2.214 1.486
Se -1.030 0.357 1.642
C 0.442 -0.709 2.356
C 0.438 -1.012 3.707
C 1.343 -1.920 4.235
C 2.302 -2.453 3.372
C 2.347 -2.175 2.021
C 1.343 -1.335 1.470
O 1.279 -1.158 0.181
C 3.393 -2.756 1.078
C 4.443 -3.596 1.809
C 4.117 -1.610 0.352
C 2.689 -3.662 0.061
C 1.243 -2.425 5.666
C 0.387 -1.517 6.554
C 0.572 -3.805 5.588
C 2.619 -2.568 6.327
C 0.247 2.619 0.330
O 0.724 1.729 -0.509
C 0.415 4.002 0.090
C -0.082 4.896 1.024
C 1.045 4.472 -1.217
C 0.951 5.993 -1.379
C 0.285 3.842 -2.392
C 2.520 4.055 -1.282
H -1.987 7.563 3.237
H -2.018 6.841 1.632
H -0.486 7.375 2.352
H -0.630 6.296 5.090
H 0.689 5.941 3.966
H -0.140 4.622 4.789
H -3.120 5.934 4.237
H -2.586 4.272 4.422
H -3.312 4.799 2.897
H -1.470 2.787 3.254
H -0.301 -0.534 4.329
H 3.026 -3.136 3.782
H 5.026 -2.988 2.496
H 5.124 -4.040 1.084
H 3.976 -4.406 2.363
H 4.595 -0.935 1.062
H 3.422 -1.030 -0.249
H 4.879 -2.018 -0.311
H 2.233 -4.509 0.568
H 3.401 -4.036 -0.672
H 1.897 -3.121 -0.451
H -0.652 -1.518 6.236
H 0.763 -0.496 6.547
H 0.420 -1.887 7.577
H -0.411 -3.718 5.132
H 0.461 -4.225 6.585
H 1.166 -4.489 4.987
H 3.156 -1.622 6.314
H 3.228 -3.321 5.836
H 2.491 -2.878 7.362
H 0.059 5.946 0.846
H -0.081 6.325 -1.279
H 1.301 6.282 -2.368
H 1.566 6.505 -0.643
H -0.782 4.034 -2.299
H 0.425 2.763 -2.431
H 0.635 4.259 -3.334
H 3.092 4.548 -0.499
H 2.939 4.331 -2.249
H 2.623 2.981 -1.152
S -1.599 -8.630 -1.506
C -1.234 -7.102 -1.016
S -2.344 -6.099 -0.104
C -1.144 -4.754 -0.195
N -0.097 -5.103 -0.855
N -0.115 -6.388 -1.283
C 0.999 -6.799 -2.029
C 1.740 -5.793 -2.648
C 2.847 -6.104 -3.409
C 3.237 -7.424 -3.566
C 2.521 -8.418 -2.921
C 1.408 -8.123 -2.152
S -1.443 -3.263 0.488
H 1.441 -4.769 -2.498
H 3.406 -5.307 -3.880
H 4.091 -7.672 -4.179
H 2.829 -9.447 -3.014
H 0.865 -8.917 -1.668
C -3.869 3.193 -1.273
C -3.766 1.675 -1.434
C -4.954 1.022 -0.729
O -2.574 1.251 -0.768
B -1.688 0.712 -1.654
O -2.201 0.701 -2.921
C -3.541 1.206 -2.924
C -3.625 2.318 -3.973
C -4.440 0.044 -3.358
H -3.973 3.428 -0.218
H -4.727 3.581 -1.811
H -2.967 3.680 -1.627
H -5.001 1.402 0.288
H -4.817 -0.053 -0.657
H -5.883 1.253 -1.244
H -2.915 3.113 -3.771
H -4.626 2.737 -4.019
H -3.386 1.892 -4.945
H -4.366 -0.781 -2.658
H -4.094 -0.308 -4.327
H -5.478 0.345 -3.454
N 0.280 -3.117 -3.907
C -1.044 -3.244 -3.613
C -1.298 -2.372 -2.601
N -0.141 -1.720 -2.272
C 0.796 -2.198 -3.074
H 0.775 -3.636 -4.614
H -1.673 -3.931 -4.135
H -2.215 -2.169 -2.089
H 1.826 -1.893 -3.078
*
```


4.
Here is a molecular structure, C45H64ClGe2MoN3O4P2 in a non-equilibrium geometry from the Open Molecules 2025 dataset. Energies are from ωB97M-V/def2-TZVPD.

Results
- DFT total energy: -206333.58093 eV
- Expectation value of S²: 3.8097
- HOMO-LUMO gap (alpha / beta): 0.27233 / 0.20779 Ha
- ΔE to the lowest compared entry with this formula, charge and spin: 39.70 kcal/mol

The geometry in ORCA input format:
```
! RIJCOSX wB97M-V def2-TZVPD def2/J DEFGRID3
* xyz 3 4
Mo 0.182 -0.296 -0.425
N 1.888 0.187 1.027
C 3.029 -0.730 0.784
C 2.457 -2.126 0.719
N 1.315 -2.197 -0.261
C 1.683 -2.779 -1.584
C 2.088 -1.660 -2.506
N 0.934 -0.718 -2.543
H 2.198 1.145 1.177
H 1.438 -0.043 1.924
H 3.762 -0.664 1.589
H 3.523 -0.437 -0.142
H 2.047 -2.404 1.690
H 3.218 -2.854 0.440
H 0.616 -2.804 0.173
H 0.804 -3.293 -1.979
H 2.476 -3.518 -1.471
H 2.324 -2.034 -3.503
H 2.960 -1.127 -2.132
H 0.176 -1.182 -3.050
H 1.161 0.096 -3.106
Cl -1.536 1.678 0.035
C -3.127 1.227 -0.605
C -4.131 2.158 -0.429
C -5.377 1.879 -0.973
C -5.588 0.703 -1.683
C -4.560 -0.213 -1.835
C -3.302 0.033 -1.280
P -2.008 -1.226 -1.386
C -2.531 -2.625 -0.381
C -1.819 -3.825 -0.497
C -2.188 -4.928 0.250
C -3.247 -4.829 1.150
C -3.933 -3.634 1.286
C -3.583 -2.530 0.518
C -2.078 -1.729 -3.132
C -2.364 -3.024 -3.559
C -2.444 -3.301 -4.920
C -2.249 -2.300 -5.857
C -1.981 -0.999 -5.440
C -1.899 -0.718 -4.087
H -3.950 3.076 0.112
H -6.180 2.592 -0.848
H -6.559 0.498 -2.113
H -4.733 -1.133 -2.380
H -1.019 -3.927 -1.224
H -1.664 -5.867 0.129
H -3.537 -5.689 1.738
H -4.746 -3.553 1.995
H -4.122 -1.601 0.651
H -2.550 -3.814 -2.845
H -2.678 -4.306 -5.245
H -2.323 -2.524 -6.913
H -1.861 -0.210 -6.170
H -1.742 0.309 -3.767
C 1.470 4.786 -3.258
Ge 0.454 3.152 -3.322
C 0.819 2.102 -4.908
C -1.461 3.286 -3.088
Ge 1.479 2.035 -1.115
C 3.339 1.864 -1.624
C 4.388 2.430 -0.880
C 5.701 2.349 -1.316
C 6.001 1.712 -2.515
C 4.983 1.163 -3.283
C 3.673 1.236 -2.837
C 1.310 3.363 0.300
C 0.280 4.301 0.158
C 0.118 5.342 1.062
C 0.965 5.447 2.155
C 1.976 4.512 2.335
C 2.148 3.486 1.419
H 1.039 5.414 -4.044
H 2.517 4.597 -3.485
H 1.384 5.300 -2.304
H 0.288 2.637 -5.702
H 0.414 1.089 -4.881
H 1.873 2.082 -5.167
H -1.839 3.717 -4.020
H -1.750 3.940 -2.270
H -1.923 2.310 -2.955
H 4.189 2.980 0.027
H 6.492 2.799 -0.731
H 7.026 1.659 -2.857
H 5.212 0.688 -4.228
H 2.907 0.816 -3.474
H -0.410 4.234 -0.671
H -0.674 6.065 0.917
H 0.836 6.251 2.867
H 2.639 4.589 3.187
H 2.970 2.802 1.602
C 1.131 1.555 4.862
C -0.243 1.169 4.354
C -0.922 2.314 3.626
C -1.108 0.604 5.462
O 0.037 0.144 3.303
P -0.833 -1.066 2.775
O -2.220 -1.144 3.211
O -0.663 -0.810 1.214
O 0.091 -2.328 2.936
C 0.230 -3.303 4.066
C -1.062 -3.436 4.846
C 0.597 -4.604 3.380
C 1.369 -2.791 4.925
H 1.040 2.302 5.651
H 1.733 1.984 4.057
H 1.650 0.689 5.275
H -1.122 3.132 4.320
H -1.874 1.986 3.206
H -0.281 2.692 2.826
H -1.240 1.381 6.216
H -0.625 -0.243 5.948
H -2.088 0.299 5.101
H -1.884 -3.754 4.204
H -1.353 -2.504 5.327
H -0.910 -4.188 5.620
H -0.134 -4.842 2.609
H 0.601 -5.418 4.103
H 1.594 -4.553 2.935
H 1.112 -1.851 5.410
H 2.270 -2.643 4.325
H 1.599 -3.519 5.703
*
```